Here is the ion C4H6O2 with charge +1 from OMol25. Energies are from ωB97M-V/def2-TZVPD.

Bonds (Å) are listed after each position.
Element x y z (Å)
1 C -0.8846 0.1308 -0.1298  C2 1.578, C5 1.533, H7 1.127, H8 1.100
2 C 0.3394 0.1975 0.8643  C1 1.578, C3 1.556, H9 1.098, H10 1.183
3 C 1.5698 0.8611 0.1816  C2 1.556, O4 1.244, H11 1.062
4 O 2.2427 1.7624 0.7127  C3 1.244
5 C -0.9626 -1.1741 -0.9301  C1 1.533, O6 1.184, H12 1.107
6 O -0.0555 -1.8115 -1.3453  C5 1.184
7 H -0.8165 0.9133 -0.9377  C1 1.127
8 H -1.8275 0.3120 0.4067  C1 1.100
9 H 0.5740 -0.7867 1.2904  C2 1.098
10 H -0.1355 0.7843 1.7755  C2 1.183
11 H 1.8783 0.5050 -0.7701  C3 1.062
12 H -1.9220 -1.6940 -1.1182  C5 1.107

The expectation value of S² is 0.759. The total charge is +1. Its frontier orbital gap (alpha / beta) is 10.62 / 3.89 eV. The value obtained for the molar mass is 86.09 g/mol. Its relative energy (zero: lowest compared OMol25 entry of this formula, charge and spin) is 9.1 kcal/mol. The calculation puts the total energy at -306.0689 hartree. The strongest force on any atom comes out at 4.64 eV/A. The spin multiplicity is 2.

Here is the ion C4H6O2P with charge -1 from OMol25. Energies are from ωB97M-V/def2-TZVPD.

Bonds (Å) are listed after each position.
Element x y z (Å)
1 C -1.2776 -0.9083 -0.2275  C2 1.390, C3 1.418, H8 0.994
2 C -1.5012 0.4284 0.0811  C1 1.390, C4 1.468, H9 1.002
3 C 0.0726 -1.3231 -0.1005  C1 1.418, P7 1.722, H10 1.108
4 C -0.3254 1.0383 0.7137  C2 1.468, P7 1.873, H11 1.053, H12 1.097
5 O 2.3845 -0.0083 0.9783  P7 1.517
6 O 1.4766 0.5170 -1.4838  P7 1.721, H13 0.902
7 P 1.1303 0.0168 0.1257  C3 1.722, C4 1.873, O5 1.517, O6 1.721
8 H -2.0052 -1.5159 -0.5270  C1 0.994
9 H -2.3074 0.9517 -0.2006  C2 1.002
10 H 0.2198 -2.4214 -0.1017  C3 1.108
11 H -0.1395 2.0747 0.7265  C4 1.053
12 H -0.0830 0.6336 1.7042  C4 1.097
13 H 2.3555 0.5166 -1.6884  O6 0.902

The SMILES is [O-][P@@]1(O)=CC=CC1. The total charge is -1. Its frontier orbital gap is 5.85 eV. The value obtained for the molar mass is 117.06 g/mol. Its relative energy (zero: lowest compared OMol25 entry of this formula, charge and spin) is 20.3 kcal/mol. The calculation puts the total energy at -647.8742 hartree. The strongest force on any atom comes out at 5.66 eV/A.

Here is an isolated molecule of C4H6O2S from OMol25. Energies are from ωB97M-V/def2-TZVPD.

Bonds (Å) are listed after each position.
Element x y z (Å)
1 C 1.5247 0.0918 -1.1654  S7 1.708, H8 1.038, H9 1.031
2 C -0.3530 1.0622 0.8472  C4 1.479, S7 1.949, H10 1.203, H11 1.126
3 C -0.8189 -0.9038 -0.7070  C4 1.424, O6 1.310, H12 0.985
4 C -1.2024 -0.0477 0.3646  C2 1.479, C3 1.424, O6 1.360, H13 1.050
5 O 0.3666 2.4288 -1.4340  S7 1.512
6 O -1.7383 0.0119 -0.8835  C3 1.310, C4 1.360
7 S 1.0518 1.5497 -0.4126  C1 1.708, C2 1.949, O5 1.512
8 H 2.1808 -0.6117 -0.7755  C1 1.038
9 H 1.6437 -0.0490 -2.1802  C1 1.031
10 H -0.9110 2.1246 0.9336  C2 1.203
11 H -0.0847 0.7852 1.9053  C2 1.126
12 H -0.9503 -1.8790 -0.6725  C3 0.985
13 H -1.8763 -0.3705 1.1017  C4 1.050

Its frontier orbital gap (alpha / beta) is 8.10 / 7.77 eV. The value obtained for the molar mass is 118.16 g/mol. Its relative energy (zero: lowest compared OMol25 entry of this formula, charge and spin) is 156.5 kcal/mol. The calculation puts the total energy at -704.4302 hartree. The strongest force on any atom comes out at 4.81 eV/A.

Here is a cluster of 2 separate species, C4H6O2S in total from OMol25. Energies are from ωB97M-V/def2-TZVPD.

Bonds (Å) are listed after each position.
Element x y z (Å)
1 C -0.4813 2.9189 -0.7724  C2 1.211, H8 1.073
2 C -0.4503 1.8731 -0.1624  C1 1.211
3 C 0.5813 -1.0622 -0.9432  C4 1.499, H9 1.071, H10 1.043, H11 1.028
4 C -0.3175 -1.2977 0.2332  C3 1.499, S7 1.984, H12 1.018, H13 1.112
5 O -1.0542 0.2575 2.4796  S7 1.438
6 O 1.4010 0.0680 1.9656  S7 1.426
7 S 0.0379 0.1423 1.5516  C4 1.984, O5 1.438, O6 1.426
8 H -0.3955 3.5505 -1.6359  C1 1.073
9 H 1.5090 -0.8169 -0.4666  C3 1.071
10 H 0.5974 -1.9387 -1.5078  C3 1.043
11 H 0.3273 -0.3613 -1.6510  C3 1.028
12 H -0.3375 -2.1461 0.7951  C4 1.018
13 H -1.4176 -1.1873 0.1141  C4 1.112

Its frontier orbital gap (alpha / beta) is 8.58 / 8.58 eV. The value obtained for the molar mass is 118.16 g/mol. Its relative energy (zero: lowest compared OMol25 entry of this formula, charge and spin) is 137.5 kcal/mol. The calculation puts the total energy at -704.4604 hartree. The strongest force on any atom comes out at 4.93 eV/A.

Here is an isolated molecule of C4H6O2S from OMol25. Energies are from ωB97M-V/def2-TZVPD.

Bonds (Å) are listed after each position.
Element x y z (Å)
1 C -1.4946 0.2577 0.8129  C2 1.304, C4 1.497, H8 1.087
2 C -0.4284 -0.4128 1.1516  C1 1.304, S7 1.815, H9 1.074
3 C 2.0503 -1.0988 -1.0862  S7 1.822, H10 1.056, H11 1.079
4 C -1.2601 1.0457 -0.4378  C1 1.497, O6 1.339, H12 1.086, H13 1.113
5 O 1.7333 0.7545 0.7819  S7 1.454
6 O -0.1653 0.5892 -1.0599  C4 1.339, S7 1.661
7 S 0.9196 -0.1349 -0.0317  C2 1.815, C3 1.822, O5 1.454, O6 1.661
8 H -2.4963 0.3891 1.2151  C1 1.087
9 H -0.1693 -1.1185 1.9192  C2 1.074
10 H 2.9320 -1.1493 -0.5078  C3 1.056
11 H 1.5935 -2.0759 -1.0884  C3 1.079
12 H -2.0377 0.8012 -1.1547  C4 1.086
13 H -1.1769 2.1528 -0.5141  C4 1.113

The SMILES is C=[S@]1(=O)C=CCO1. Its frontier orbital gap is 8.98 eV. The value obtained for the molar mass is 118.16 g/mol. Its relative energy (zero: lowest compared OMol25 entry of this formula, charge and spin) is 113.1 kcal/mol. The calculation puts the total energy at -704.4993 hartree. The strongest force on any atom comes out at 5.12 eV/A.

Here is a cluster of 2 separate species, C4H6O2S in total from OMol25. Energies are from ωB97M-V/def2-TZVPD.

Bonds (Å) are listed after each position.
Element x y z (Å)
1 C 1.2509 -0.9619 -1.0049  C2 1.314, H8 1.111, H9 1.166
2 C 0.7002 -0.3303 0.0075  C1 1.314, C3 1.421, C4 1.544
3 C -0.6029 -0.6945 0.4408  C2 1.421, O5 1.160
4 C 1.3295 0.9559 0.5851  C2 1.544, H10 1.029, H11 1.119, H12 1.123
5 O -1.2318 -1.1921 1.2787  C3 1.160
6 O -1.8678 0.3641 -0.8800  S7 1.562
7 S -3.3576 0.2335 -0.4299  O6 1.562, H13 1.347
8 H 2.2895 -0.8185 -1.3709  C1 1.111
9 H 0.6646 -1.8872 -1.4059  C1 1.166
10 H 2.1664 1.0641 -0.0035  C4 1.029
11 H 1.5663 0.6732 1.6418  C4 1.119
12 H 0.5471 1.7354 0.3814  C4 1.123
13 H -3.4542 0.8583 0.7600  S7 1.347

Its frontier orbital gap (alpha / beta) is 7.15 / 7.14 eV. The value obtained for the molar mass is 118.16 g/mol. Its relative energy (zero: lowest compared OMol25 entry of this formula, charge and spin) is 83.4 kcal/mol. The calculation puts the total energy at -704.5466 hartree. The strongest force on any atom comes out at 3.95 eV/A.